10
Properties=species:S:1:pos:R:3 method="wB97M-V/def2-TZVPD" total_charge=0 total_energy_ev=-23228.781 gap_ha="0.302 / 0.320" homo_energy_ev="-8.88 / -8.43"
C 1.99806 0.98233 -0.39479
N -0.60817 -0.07013 0.16037
O -1.55267 -0.52066 1.00586
P 1.07676 0.54229 1.12991
P -3.00044 -0.97472 0.28314
H 2.62166 1.85447 -0.20419
H 2.64480 0.15017 -0.67213
H 1.29497 1.18108 -1.20036
H -3.69793 -0.72371 1.46929
H -2.85474 -2.34214 0.58186

7
Properties=species:S:1:pos:R:3 method="wB97M-V/def2-TZVPD" total_charge=-1 total_energy_ev=-17484.322 gap_ha="0.263 / 0.262" homo_energy_ev="-4.25 / -4.25"
C -2.25790 -0.32960 0.21214
N 0.64726 -0.98265 0.58862
O 2.51561 -0.25430 -0.90909
O 1.32333 1.49844 0.53942
S 1.55625 0.07841 0.22054
H -1.90560 0.80857 0.21324
H -1.87897 -0.81888 -0.86487

83
Properties=species:S:1:pos:R:3 method="wB97M-V/def2-TZVPD" total_charge=0 spin_multiplicity=5 total_energy_ev=-67696.674 s2=6.017 gap_ha="0.294 / 0.159" homo_energy_ev="-7.80 / -8.80"
Pt -0.04880 0.18340 -0.10720
C 1.90710 2.92470 1.19290
C 0.47880 2.92350 1.59860
C -0.24960 3.84540 2.35380
C -1.52350 3.31280 2.46920
C -2.69820 3.89260 3.16750
N -1.53910 2.13870 1.80870
N -0.33300 1.92640 1.26870
B -2.58060 1.00140 1.85960
N -1.85440 -0.23970 2.40970
N -0.55120 -0.44200 2.14610
C -0.06380 -1.28130 3.04630
C 1.36620 -1.64900 3.15290
C -1.09930 -1.67810 3.89970
C -2.21980 -1.00370 3.46270
C -3.60120 -1.10120 3.99400
N -3.09770 0.74860 0.43950
N -2.28300 0.77440 -0.62470
C -3.02770 0.68980 -1.72440
C -2.50580 0.72430 -3.11340
C -4.37050 0.62080 -1.35060
C -4.37740 0.65270 0.03260
C -5.53980 0.59270 0.95320
H 2.53070 3.26600 2.01700
H 2.06590 3.58030 0.33780
H 2.19520 1.91180 0.90780
H 0.10820 4.76570 2.76670
H -2.46600 4.90060 3.50000
H -2.96250 3.29240 4.03510
H -3.56000 3.92350 2.50540
H -3.47070 1.30840 2.57130
H 1.93120 -1.16310 2.36640
H 1.46840 -2.72760 3.06250
H 1.75670 -1.34840 4.12490
H -1.02580 -2.36360 4.71720
H -3.58810 -1.68610 4.90790
H -4.24890 -1.59830 3.27450
H -4.01590 -0.12020 4.20580
H -1.57160 1.27160 -3.14550
H -3.23740 1.20250 -3.76010
H -2.33340 -0.28550 -3.48220
H -5.21300 0.57210 -2.00980
H -6.46360 0.62410 0.38410
H -5.53080 1.42310 1.65430
H -5.51450 -0.32580 1.53440
C 1.04840 1.96970 -4.67070
Si 1.27500 1.98840 -2.76260
C 3.11550 2.31680 -2.36320
C 0.13160 3.36830 -2.06860
C 0.77280 0.27840 -2.08750
H 1.45330 2.87290 -5.11650
H 0.00180 1.90100 -4.95070
H 1.56440 1.12640 -5.11580
H 3.32700 3.37140 -2.21160
H 3.74370 1.96880 -3.17730
H 3.42220 1.78070 -1.47070
H 0.67560 4.29550 -1.92150
H -0.31360 3.08450 -1.11940
H -0.68030 3.57740 -2.75740
H 1.70730 -0.30860 -2.08530
H 0.07510 -0.25170 -2.73410
F 1.47260 -5.98910 2.21630
C 2.40550 -5.02740 2.28070
C 2.75510 -4.34710 1.16870
N 3.69200 -3.36120 1.18450
C 4.02840 -2.67440 -0.02400
C 2.95290 -1.60910 -0.53990
O 3.07920 -1.38280 -1.73890
O 2.17750 -1.14170 0.29350
C 4.34530 -3.00840 2.36260
O 5.17500 -2.13550 2.41410
N 3.99260 -3.76270 3.45720
C 3.02950 -4.76570 3.57270
O 2.80470 -5.29900 4.63050
H 2.28660 -4.56390 0.21980
H 4.15830 -3.38350 -0.84270
H 4.94770 -2.10720 0.14270
H 4.47970 -3.52790 4.31660
N -0.80450 -1.85150 -0.45840
C -0.19670 -2.81120 -0.76910
N 0.48700 -3.81690 -1.00200
C 0.64880 -4.83760 -1.74580
N 0.92530 -5.77490 -2.36440

18
Properties=species:S:1:pos:R:3 method="wB97M-V/def2-TZVPD" total_charge=+1 total_energy_ev=-11384.709 gap_ha=0.330 homo_energy_ev=-13.46
C -1.82228 0.21973 -0.25532
C -0.86177 1.14304 -0.26337
C -0.11091 -1.54144 0.40664
C -1.53017 -1.26565 -0.06638
C 0.95937 -0.62974 0.04396
C 0.54920 0.81967 -0.03955
N 0.10073 -2.40906 1.29967
N 1.46412 1.93935 -0.06999
O 1.24977 -0.22559 -1.21049
H -2.75278 0.45384 -0.66314
H -1.14175 2.10235 -0.66966
H -2.18910 -1.76818 0.64742
H -1.60411 -1.92547 -1.04459
H 1.81772 -0.86380 0.75994
H 0.99774 -2.47518 1.67457
H 2.36884 1.57687 -0.64762
H 1.57171 2.29597 0.92920
H 0.93367 2.55329 -0.83126

88
Properties=species:S:1:pos:R:3 method="wB97M-V/def2-TZVPD" total_charge=0 spin_multiplicity=3 total_energy_ev=-133745.059 s2=2.005 gap_ha="0.238 / 0.239" homo_energy_ev="-6.01 / -6.05"
Ti 0.52835 1.08856 -0.26569
C 2.08680 4.38061 0.41802
C 2.04941 3.72773 1.79066
S 0.60537 2.66671 2.04233
C -0.73881 3.88891 2.02320
C -1.51921 3.93875 0.71710
S -1.91946 2.32358 -0.03330
C -1.84354 3.23263 -1.91491
C -1.55456 2.16575 -2.93680
S 0.14208 1.52564 -2.84522
C 1.12323 2.95947 -3.36688
C 1.53630 3.93769 -2.27206
S 2.21313 3.07989 -0.82795
H 2.95112 5.04173 0.33951
H 1.18573 4.97212 0.24714
H 2.08119 4.47975 2.57983
H 2.91413 3.07370 1.92318
H -0.29728 4.86735 2.22972
H -1.38076 3.63705 2.86268
H -0.93868 4.45962 -0.03951
H -2.43969 4.50673 0.87223
H -1.21624 4.11281 -2.08662
H -2.88451 3.55962 -2.01125
H -1.71716 2.46236 -3.97776
H -2.16640 1.27607 -2.75712
H 0.53558 3.48986 -4.11818
H 2.00561 2.54149 -3.84390
H 0.68815 4.53338 -1.93890
H 2.30316 4.60797 -2.66380
C 4.42352 -5.37440 -4.50299
C 4.20520 -4.05727 -3.81017
C 5.27892 -3.29217 -3.36845
C 5.07699 -2.08472 -2.71407
C 3.78455 -1.63589 -2.50286
C 2.69513 -2.38205 -2.93529
C 2.91249 -3.58515 -3.58334
S 3.51513 -0.06617 -1.72295
O 3.21244 0.86870 -2.78041
O 4.66323 0.19273 -0.88953
N 2.16969 -0.25595 -0.87529
C 2.23856 -0.84765 0.36358
C 3.03879 -1.93535 0.74577
C 2.96038 -2.38924 2.04175
C 2.09802 -1.76683 2.94533
C 1.33034 -0.71817 2.49065
N 1.37600 -0.27595 1.22662
H 5.46869 -5.50729 -4.77935
H 3.81982 -5.44554 -5.40846
H 4.13999 -6.20672 -3.85559
H 6.28928 -3.64573 -3.53729
H 5.91228 -1.49572 -2.35887
H 1.69028 -2.01951 -2.75159
H 2.06402 -4.16934 -3.92098
H 3.71188 -2.38710 0.03211
H 3.57882 -3.21932 2.35973
H 2.03745 -2.07508 3.97941
H 0.66974 -0.18219 3.15956
F -4.28246 0.27706 5.35774
C -3.69869 0.73056 4.21962
C -2.55299 0.11494 3.76355
C -1.96960 0.59158 2.58862
C -2.47584 1.67763 1.88537
C -3.65476 2.23788 2.38255
C -4.27799 1.78431 3.53983
H -2.13188 -0.70822 4.32951
H -1.09205 0.08568 2.20552
H -4.11669 3.06621 1.84727
H -5.18846 2.23142 3.91923
C -5.58141 -1.19755 0.18511
C -4.32551 -1.56678 0.95508
N -3.15668 -1.09807 0.22168
C -1.94126 -1.61953 0.08431
S -0.92908 -1.01570 -1.15998
N -1.47292 -2.59908 0.86867
C -1.92131 -3.04093 2.18570
C -2.41744 -4.47727 2.18676
H -6.46362 -1.57358 0.70218
H -5.55987 -1.61953 -0.82000
H -5.67756 -0.11329 0.10544
H -4.25836 -2.64773 1.07167
H -4.35066 -1.11298 1.94898
H -3.28172 -0.25962 -0.33037
H -0.54980 -2.89426 0.58664
H -2.67836 -2.35310 2.54754
H -1.06767 -2.94252 2.86098
H -3.28909 -4.60002 1.54300
H -2.68987 -4.78194 3.19789
H -1.64103 -5.15400 1.82715

80
Properties=species:S:1:pos:R:3 method="wB97M-V/def2-TZVPD" total_charge=-1 total_energy_ev=-53313.293 gap_ha=0.265 homo_energy_ev=-5.20
O -2.78742 -0.94347 -1.71532
S -1.37210 -0.40633 -2.06516
O -1.57368 0.56894 -3.28662
O -0.34108 -1.65672 -2.63319
C -0.61402 0.58485 -0.65030
C -1.48486 0.54341 0.74403
C -1.12791 -0.71193 1.74024
Nb 1.03859 -0.65889 2.54739
H 0.60139 -1.38730 -2.39869
H -0.63185 1.72111 -1.01226
H 0.51612 0.30374 -0.53449
H -1.19063 1.53437 1.34031
H -2.66119 0.52907 0.54325
H -1.32620 -1.77172 1.22923
H -1.81268 -0.62637 2.70395
H 0.51377 -0.07507 4.17691
H 1.11774 1.09054 1.97186
H 1.54942 -1.29213 0.90263
H 0.95053 -2.37829 3.14512
H 2.79537 -0.66480 3.01486
C -0.15579 3.46749 5.20489
O -0.47224 3.23911 3.84397
H -0.10693 2.50758 5.72417
H 0.81341 3.96737 5.27562
H -0.93152 4.08715 5.66129
H -0.50865 4.10813 3.40921
C 2.15117 -3.84663 6.26970
O 2.68760 -3.68106 4.97000
H 1.94275 -2.86261 6.69599
H 1.22278 -4.42016 6.21134
H 2.87533 -4.36846 6.90002
H 2.86230 -4.57029 4.61744
C -1.74717 4.21059 -4.17218
O -1.37678 4.47623 -2.83179
H -1.34730 4.99893 -4.81413
H -1.33393 3.24729 -4.48127
H -2.83672 4.19480 -4.25381
H -1.74533 3.76065 -2.28620
C -5.07387 2.16553 -5.19522
O -5.84900 3.29595 -5.54979
H -4.64971 2.32335 -4.20091
H -5.70947 1.27669 -5.18102
H -4.26455 2.03630 -5.91794
H -6.21215 3.12703 -6.43587
C -4.41068 4.76387 -1.73886
O -5.77964 4.87936 -2.08092
H -4.27882 5.06105 -0.69590
H -4.08928 3.72684 -1.86345
H -3.81728 5.42000 -2.38027
H -5.86565 4.60922 -3.01107
C 6.45721 -4.15126 3.37390
O 5.21577 -4.77604 3.64388
H 7.14449 -4.89163 2.95801
H 6.31097 -3.34582 2.64995
H 6.87395 -3.75085 4.30128
H 4.62703 -4.09508 4.01159
C -5.76716 1.02169 -0.62111
O -5.43064 -0.35350 -0.62218
H -6.85489 1.12122 -0.60052
H -5.34272 1.50092 0.26457
H -5.37728 1.49387 -1.52614
H -4.46008 -0.41027 -0.64065
C 7.28780 -5.32373 -0.15570
O 6.51267 -4.19331 -0.51027
H 7.71196 -5.16591 0.83861
H 6.65220 -6.21257 -0.14149
H 8.09712 -5.45296 -0.87842
H 6.14952 -4.36223 -1.39635
C 8.71281 -7.80668 3.07016
O 8.01745 -7.00830 2.13024
H 9.76490 -7.86078 2.78094
H 8.63262 -7.35601 4.06248
H 8.28763 -8.81324 3.07995
H 7.08750 -6.97864 2.41284
C -5.09313 6.34030 -7.02267
O -4.72274 6.60595 -5.68228
H -4.69326 7.12865 -7.66462
H -4.67989 5.37701 -7.33176
H -6.18268 6.32452 -7.10430
H -5.09129 5.89037 -5.13669